336
Properties=species:S:1:pos:R:3:forces:R:3:lowdin_charge:R:1 method="wB97M-V/def2-TZVPD" largest_force_ev_per_a=3.693 e_above_lowest_kj_mol=0.0 e_tot_ev=-164265.7844 charge=0 homo_energy_ev=-8.078 multiplicity=1
C 14.84351 17.05854 22.02593 0.09 -0.30 0.37 -0.054
C 13.96018 18.02620 21.24115 0.57 -2.69 -0.42 -0.500
C 12.98073 17.15202 20.41881 0.05 0.74 -0.47 -0.030
O 13.19724 18.76256 22.12413 -0.51 1.21 0.55 -0.036
H 14.21043 16.48528 22.70721 -0.11 0.13 0.19 0.086
H 15.59603 17.58626 22.61564 0.04 -0.03 -0.02 0.065
H 15.30505 16.28612 21.41172 0.26 0.32 -0.29 0.048
H 14.64482 18.65505 20.65581 -0.42 0.10 -0.44 0.116
H 12.20333 16.74760 21.06944 0.02 0.30 0.19 0.069
H 13.40972 16.27662 19.92826 0.53 0.25 0.08 0.047
H 12.50977 17.75536 19.64090 -0.23 -0.01 0.00 0.072
H 13.83415 19.29357 22.62070 -0.09 0.08 0.24 0.048
C 16.37360 22.39281 23.29331 -0.18 0.15 0.21 -0.032
C 15.15271 21.49002 23.56686 2.41 2.40 1.44 -0.512
C 14.02133 21.90000 22.72688 -1.17 -0.33 -0.15 -0.050
O 15.58813 20.18864 23.40618 -0.47 -2.20 -0.58 -0.042
H 17.29027 21.91979 23.64956 -0.02 -0.06 -0.06 0.069
H 16.29648 23.34733 23.81468 -0.20 0.08 -0.19 0.067
H 16.46410 22.56133 22.21924 0.16 0.03 0.05 0.065
H 14.93694 21.60795 24.63072 -0.51 0.26 0.10 0.143
H 14.21263 21.65496 21.68032 -0.15 -0.04 -0.05 0.088
H 13.84762 22.97140 22.81717 0.10 0.04 -0.04 0.100
H 13.12920 21.39892 23.10243 -0.29 -0.03 -0.51 0.082
H 15.90001 19.90045 24.26803 0.10 -0.27 -0.14 0.112
C 18.50677 24.97538 24.15632 0.75 0.65 0.23 -0.046
C 18.90913 26.46544 24.30164 -1.33 -1.14 0.30 -0.470
C 19.57742 27.05185 23.09247 -0.05 0.37 -0.07 -0.056
O 17.67101 27.18083 24.48005 0.08 -0.05 0.31 -0.066
H 18.01858 24.78259 23.19943 -0.06 0.02 0.13 0.077
H 17.89420 24.64658 24.99738 -0.26 0.27 -0.15 0.074
H 19.40696 24.36418 24.23744 0.10 -0.01 -0.32 0.047
H 19.48453 26.55709 25.22794 0.28 0.07 -0.15 0.132
H 20.35272 26.43220 22.64655 0.18 0.11 0.19 0.055
H 19.94240 28.04154 23.37415 0.43 -0.04 -0.22 0.082
H 18.79187 27.23626 22.35848 0.05 -0.23 -0.18 0.091
H 17.89607 28.10498 24.62700 -0.11 0.05 0.00 0.082
C 23.31517 20.65133 17.55401 -0.15 -0.47 -0.50 -0.041
C 21.89544 20.43467 18.06148 0.77 -1.03 0.70 -0.475
C 21.46405 21.60334 18.90569 -0.76 0.30 -0.46 -0.039
O 20.98260 20.07134 17.02429 -0.21 0.84 0.24 -0.056
H 24.01796 20.81723 18.37294 -0.16 0.43 0.01 0.062
H 23.28604 21.46417 16.82524 0.25 0.27 0.15 0.086
H 23.70125 19.77878 17.01945 -0.23 -0.15 -0.07 0.067
H 21.89518 19.61034 18.78556 0.25 -0.33 -0.07 0.107
H 21.32344 22.50483 18.30784 -0.04 0.08 -0.05 0.071
H 22.21682 21.83467 19.66240 0.00 -0.15 -0.05 0.072
H 20.52201 21.35307 19.39575 -0.03 0.20 0.09 0.067
H 21.17844 19.16132 16.76884 0.38 0.06 -0.14 0.032
C 22.18998 23.79001 25.65996 1.01 -0.49 1.33 -0.025
C 23.37734 23.14861 24.94085 -0.05 -0.97 0.76 -0.513
C 23.25294 21.65246 24.78710 -0.06 -0.84 0.47 -0.052
O 23.47582 23.74822 23.71215 0.04 1.20 -2.12 -0.039
H 22.09182 23.27964 26.61877 -0.20 -0.21 0.05 0.059
H 21.22199 23.70608 25.16683 0.29 0.11 -0.33 0.064
H 22.43521 24.80314 25.98129 -0.23 0.26 -0.58 0.083
H 24.33706 23.25520 25.45905 -0.21 0.62 0.63 0.138
H 24.15693 21.16028 24.41760 0.11 0.44 -0.54 0.090
H 22.41604 21.39479 24.13792 -0.06 -0.10 0.16 0.046
H 23.17922 21.16672 25.76287 -0.60 0.08 0.10 0.088
H 24.03312 23.23608 23.11736 0.06 -0.05 0.05 0.095
C 15.06684 17.26875 11.07149 0.12 -0.02 -0.09 -0.059
C 15.71076 16.16725 11.90382 1.14 -0.18 0.74 -0.466
C 17.11258 15.76548 11.39240 -1.22 0.11 -0.67 -0.045
O 15.88864 16.50584 13.28473 -0.54 0.03 -0.35 -0.096
H 14.95721 16.90678 10.04830 -0.26 -0.04 -0.05 0.077
H 15.66538 18.17943 10.98850 0.20 -0.10 0.28 0.068
H 14.09331 17.54806 11.47796 -0.02 -0.08 -0.06 0.070
H 15.05530 15.29082 11.88770 0.02 0.01 0.00 0.130
H 17.56857 14.99636 12.01640 -0.08 0.05 -0.12 0.069
H 17.76432 16.63986 11.33584 -0.04 -0.01 0.07 0.068
H 16.93318 15.40948 10.37656 0.54 -0.26 -0.15 0.078
H 16.64806 17.12105 13.25422 -0.11 0.48 0.38 0.023
C 20.74264 20.24078 13.50744 -0.59 -0.29 -0.60 -0.064
O 20.30964 19.25881 12.53732 0.54 0.31 -0.46 -0.192
C 20.06518 17.93268 12.97821 -0.55 0.75 1.44 -0.182
C 18.93635 17.96843 14.00758 -1.01 0.48 0.13 -0.197
N 17.73080 18.62777 13.49110 -0.60 0.09 -0.48 -0.063
C 16.91112 19.34346 14.45712 -1.12 0.49 -0.17 -0.167
C 15.73396 20.07696 13.75260 0.34 -0.98 0.98 -0.211
O 16.20250 21.30825 13.28104 0.79 1.00 -1.07 -0.203
C 15.39606 21.88243 12.24470 -0.38 -1.67 0.27 -0.075
H 20.06689 20.26379 14.36307 0.35 -0.12 0.26 0.063
H 20.64853 21.22056 13.04094 -0.10 -0.12 -0.32 0.083
H 21.79727 20.15267 13.77621 -0.09 -0.46 0.28 0.091
H 20.93494 17.48515 13.46976 0.22 0.00 -0.13 0.108
H 19.75974 17.29512 12.14794 0.21 0.36 -0.26 0.110
H 19.19463 18.50968 14.92302 0.54 -0.21 0.09 0.095
H 18.61565 16.96654 14.30764 0.36 -0.21 0.04 0.113
H 17.86776 19.28671 12.73378 0.77 -0.22 -0.09 0.125
H 17.45455 20.13354 14.98977 0.24 -0.13 0.17 0.106
H 16.46240 18.68032 15.19904 0.31 -0.24 -0.07 0.092
H 14.93026 20.21265 14.48413 -0.05 0.24 0.13 0.115
H 15.30107 19.41761 12.99392 0.22 0.18 -0.40 0.104
H 14.41712 22.01972 12.70575 -0.24 0.61 -0.47 0.090
H 15.29780 21.13292 11.45309 -0.26 -0.16 -0.06 0.077
H 15.80066 22.74075 11.70782 0.30 0.26 0.97 0.088
C 26.79716 20.58886 18.16289 -0.36 0.23 0.02 -0.121
O 26.33639 21.67951 18.94028 0.00 -0.22 0.16 -0.207
C 26.19851 22.85693 18.16487 0.75 0.41 1.17 -0.205
C 25.66294 24.01498 19.06745 0.24 0.09 -1.17 -0.199
N 24.34072 23.77288 19.61820 0.55 -0.56 0.25 -0.055
C 23.90391 24.92929 20.37248 -1.70 0.60 -1.14 -0.201
C 22.38751 24.79420 20.69518 0.52 -0.24 -0.03 -0.188
O 21.55999 24.83848 19.51950 0.92 1.27 -0.06 -0.202
C 20.19105 24.73953 19.82550 -0.51 -1.73 0.56 -0.106
H 26.07606 20.46136 17.35040 0.11 -0.51 -0.11 0.066
H 26.87059 19.70970 18.80418 -0.32 0.05 -0.02 0.089
H 27.78823 20.72267 17.71855 0.11 0.43 0.04 0.087
H 25.63856 22.65615 17.24278 -0.48 0.19 0.24 0.113
H 27.21806 23.09428 17.84625 0.03 0.53 -0.24 0.116
H 25.59748 24.94236 18.47666 0.15 -0.10 -0.64 0.104
H 26.38144 24.36053 19.81624 0.01 -0.89 0.36 0.120
H 23.74481 23.73905 18.79639 -0.37 -0.31 0.16 0.100
H 24.01651 25.79212 19.70111 -0.09 0.50 0.21 0.113
H 24.50291 25.15938 21.25554 -0.14 -0.50 0.14 0.120
H 22.08306 25.58067 21.38856 -0.01 0.04 0.05 0.107
H 22.25940 23.81971 21.17696 -0.16 0.00 0.18 0.101
H 19.46698 25.04731 19.07128 0.71 0.53 -0.48 0.087
H 19.87313 25.18631 20.77141 0.39 0.31 0.03 0.069
H 20.01526 23.66395 19.91552 -0.47 -0.16 0.31 0.068
C 18.19661 9.99313 19.07652 -0.90 0.64 -0.36 -0.087
O 18.30637 11.06379 18.13378 -0.52 -0.19 2.78 -0.224
C 18.91865 10.69280 16.95656 -0.46 0.17 0.56 -0.246
C 18.97447 12.02366 16.21540 1.01 -1.52 0.83 -0.207
N 19.55276 11.76291 14.92943 -0.34 0.73 -0.88 -0.060
C 19.30800 12.91010 14.09589 -0.09 0.81 -1.60 -0.230
C 19.74496 12.63971 12.65659 1.12 0.38 -0.57 -0.202
O 19.95424 13.89667 11.98070 -0.71 0.05 -0.41 -0.225
C 20.17239 13.82675 10.56259 0.48 -0.34 0.57 -0.105
H 17.37729 9.35650 18.73357 0.21 -0.49 0.02 0.089
H 17.86740 10.39847 20.03181 0.14 0.23 -0.01 0.071
H 19.11598 9.42694 19.24051 0.12 0.06 -0.29 0.088
H 18.32863 9.87112 16.53272 0.12 0.26 -0.78 0.128
H 19.89540 10.28316 17.24186 0.38 0.11 -0.67 0.124
H 19.63319 12.64761 16.83104 -0.13 0.30 0.04 0.113
H 18.00647 12.52364 16.19360 -0.10 -0.37 -0.30 0.126
H 20.55855 11.74834 15.04831 0.09 -0.41 0.00 0.119
H 19.81356 13.80633 14.47474 0.27 0.16 -0.14 0.117
H 18.25711 13.21066 14.04922 -0.12 -0.42 0.32 0.122
H 19.08242 11.95341 12.11832 -0.44 0.38 0.04 0.125
H 20.70234 12.10285 12.64939 0.19 0.00 0.20 0.115
H 21.05967 13.20743 10.39807 -0.18 -0.27 -0.29 0.083
H 20.41696 14.79702 10.12827 -0.06 0.29 0.67 0.081
H 19.31744 13.48176 9.97496 -0.12 -0.40 0.36 0.083
C 10.17706 15.76132 14.19694 0.38 0.22 -0.18 -0.096
O 11.27596 16.60602 14.49094 -1.26 0.29 0.08 -0.196
C 12.52767 16.17367 14.04641 0.81 0.97 0.73 -0.238
C 13.04746 15.02930 14.90351 1.15 0.19 0.22 -0.180
N 13.16802 15.43481 16.32323 -0.38 -0.11 -0.52 -0.046
C 13.30903 14.40336 17.36274 -1.09 -0.02 -0.78 -0.180
C 12.08164 13.49952 17.58421 -0.07 -0.11 -0.30 -0.216
O 12.08375 12.44476 16.61163 -1.13 -0.23 0.42 -0.209
C 10.88187 11.63984 16.75555 1.46 -0.10 -0.23 -0.090
H 9.28405 16.38190 14.13911 0.01 0.02 0.12 0.086
H 10.03631 14.99377 14.96022 0.01 -0.13 0.02 0.076
H 10.32674 15.29680 13.22027 -0.08 -0.21 -0.06 0.089
H 13.13814 17.06538 14.20244 0.38 -0.11 0.14 0.113
H 12.55974 16.05372 12.95722 -0.16 -0.76 0.05 0.119
H 14.10928 14.88724 14.68355 -0.22 -0.66 -0.98 0.107
H 12.42462 14.15598 14.69416 0.22 -0.28 0.33 0.107
H 12.49421 16.17414 16.46609 -0.27 -0.27 0.84 0.102
H 13.61214 14.89435 18.28776 -0.11 -0.11 0.07 0.082
H 14.08202 13.67169 17.10217 0.33 0.42 -0.20 0.125
H 11.13302 14.03998 17.48536 0.08 0.30 0.09 0.120
H 12.09191 13.03052 18.57507 0.13 0.12 0.17 0.098
H 11.10815 10.69452 16.26426 -0.10 0.03 -0.16 0.082
H 10.00288 12.08303 16.28443 0.04 0.26 0.13 0.081
H 10.70190 11.39880 17.80727 -0.14 0.24 0.04 0.081
C 20.81989 24.29389 29.05869 -0.23 -0.89 -0.09 -0.082
O 19.96565 23.47944 28.21430 0.10 1.24 0.49 -0.221
C 19.02355 22.71535 28.93716 -0.48 -0.17 0.33 -0.230
C 18.06058 21.92556 27.99573 0.90 1.16 1.16 -0.190
N 18.70023 20.75696 27.43667 0.10 -0.37 0.14 -0.053
C 19.80950 21.05063 26.55422 1.05 0.35 -0.76 -0.206
C 20.33006 19.77155 25.88257 -1.32 -0.23 -0.31 -0.240
O 21.11901 19.01082 26.74558 1.41 0.25 0.99 -0.186
C 21.58030 17.82284 26.14369 -0.54 -0.63 0.49 -0.100
H 21.27384 25.11606 28.50793 -0.02 -0.37 -0.47 0.079
H 21.58192 23.62175 29.46125 0.24 0.24 0.08 0.090
H 20.32727 24.77838 29.90624 -0.53 -0.30 -0.06 0.083
H 18.47298 23.32685 29.66265 -0.27 0.42 -0.36 0.114
H 19.51569 22.00332 29.61570 0.32 -0.29 -0.26 0.122
H 17.67254 22.61692 27.24431 0.14 -0.20 -0.26 0.114
H 17.21228 21.64404 28.62448 0.01 -0.25 -0.12 0.113
H 19.17869 20.31696 28.21480 -0.50 -0.54 0.23 0.107
H 20.63985 21.55547 27.05556 0.17 -0.27 0.26 0.101
H 19.51715 21.83733 25.85221 -0.26 -0.43 -0.44 0.104
H 20.84214 19.90621 24.92315 0.07 0.42 0.07 0.091
H 19.44820 19.14866 25.69503 -0.32 0.11 -0.47 0.114
H 20.72365 17.14405 26.08427 -0.15 -0.01 -0.95 0.085
H 22.23405 17.22577 26.77976 0.34 0.75 0.46 0.086
H 22.11774 18.00023 25.20908 -0.33 -0.03 -0.21 0.088
C 10.50282 23.08520 23.11090 -0.21 0.72 -0.66 -0.112
O 10.82312 22.75321 21.75831 -0.11 0.52 -0.19 -0.229
C 10.58330 23.79004 20.75110 -0.19 -1.02 0.28 -0.174
C 10.72408 23.10048 19.37928 0.73 1.68 0.50 -0.228
N 12.08322 22.58308 19.26033 -0.56 -0.16 -0.62 -0.062
C 12.00679 21.44880 18.33032 1.27 -0.82 0.59 -0.184
C 13.41978 20.82314 18.05886 -2.41 0.17 0.42 -0.199
O 13.22362 19.84835 17.03756 0.78 0.35 0.89 -0.168
C 14.33800 18.98343 17.03364 0.03 -0.58 -0.23 -0.119
H 10.78960 22.27890 23.78833 -0.12 -0.14 -0.41 0.082
H 9.43477 23.30990 23.18764 -0.11 -0.29 0.14 0.082
H 11.00187 23.99321 23.46886 0.30 0.03 -0.24 0.083
H 11.30335 24.59842 20.90302 0.06 -0.02 -0.15 0.120
H 9.57059 24.19416 20.82384 -0.07 0.00 0.30 0.114
H 10.68239 23.82019 18.55849 -0.61 0.40 0.22 0.117
H 9.88185 22.41571 19.21773 0.33 -0.47 0.27 0.118
H 12.32018 22.25593 20.19245 0.21 -0.45 -0.20 0.083
H 11.53150 21.61866 17.35911 0.12 0.79 0.19 0.123
H 11.33681 20.76064 18.85642 0.26 -0.85 -0.48 0.116
H 13.69719 20.35385 19.01033 0.43 -0.20 -0.10 0.107
H 14.15619 21.58977 17.80130 -0.10 -0.07 -0.20 0.095
H 14.14522 18.20596 16.29705 0.22 0.09 -0.26 0.084
H 14.49397 18.45293 17.97963 -0.29 0.12 0.29 0.075
H 15.27655 19.50984 16.84375 0.00 0.09 -0.25 0.068
C 26.66316 14.68206 25.13773 0.10 -0.57 0.17 -0.132
O 26.15565 15.08792 23.89731 0.15 -0.01 -0.72 -0.205
C 27.08186 14.84564 22.83370 -1.15 1.31 -1.01 -0.197
C 26.38639 15.12830 21.44594 -0.08 0.46 1.04 -0.186
N 25.84030 16.50549 21.33861 1.15 -0.58 -0.59 -0.057
C 24.89571 16.62469 20.21683 -0.75 -0.06 1.91 -0.179
C 24.00349 17.88206 20.34486 0.35 0.29 -0.38 -0.177
O 23.67887 18.28055 21.70163 0.50 -1.06 -1.23 -0.174
C 22.80317 19.37777 21.69608 0.06 -0.01 0.62 -0.119
H 26.15907 15.23430 25.92897 -0.20 -0.18 -0.04 0.086
H 27.74180 14.82554 25.28558 -0.01 0.31 -0.38 0.086
H 26.49650 13.60401 25.20460 -0.07 -0.09 0.53 0.087
H 27.49524 13.83338 22.81917 -0.10 -0.06 0.23 0.117
H 27.85895 15.59432 23.00294 0.48 -0.23 -0.39 0.118
H 25.56358 14.42617 21.25836 0.06 -0.34 0.32 0.107
H 27.13100 14.91958 20.67019 0.02 0.29 0.00 0.110
H 25.41788 16.75951 22.22230 -0.27 0.01 -0.15 0.092
H 24.20068 15.77862 20.26520 -0.15 -0.27 -0.09 0.105
H 25.36530 16.53316 19.23328 0.13 0.45 0.16 0.100
H 23.10083 17.62764 19.78007 -0.24 0.19 0.20 0.079
H 24.43962 18.74424 19.82447 0.20 0.04 0.19 0.112
H 23.24559 20.25663 21.21786 -0.07 -0.01 -0.31 0.095
H 22.64556 19.64014 22.74088 -0.03 -0.02 0.11 0.060
H 21.82878 19.11756 21.27529 -0.02 0.12 -0.34 0.071
C 18.61318 14.91342 23.46962 0.67 0.28 -0.77 -0.115
O 17.47273 14.37311 22.85386 -0.50 -0.88 0.38 -0.194
C 17.66439 14.12479 21.45758 -1.28 0.81 0.06 -0.207
C 16.54648 13.25147 20.83716 1.04 0.20 1.03 -0.191
N 15.18756 13.78712 21.00156 0.56 -0.46 0.34 -0.035
C 14.15230 12.75423 21.06036 -0.84 0.66 1.02 -0.191
C 12.80230 13.39886 21.46663 -0.88 -0.92 -0.31 -0.228
O 12.76950 13.66592 22.85612 1.03 0.70 0.88 -0.203
C 11.63836 14.36047 23.36402 -0.30 -0.22 -0.91 -0.097
H 19.40300 14.16081 23.44105 0.32 0.11 0.13 0.089
H 18.50408 15.27821 24.49160 -0.78 -0.50 0.02 0.085
H 18.93883 15.80142 22.91439 0.24 0.01 -0.19 0.072
H 18.60715 13.63855 21.18397 0.18 0.13 0.43 0.126
H 17.61077 15.13637 21.04257 0.31 -0.04 -0.70 0.101
H 16.66022 12.27417 21.32080 -0.18 -0.22 0.02 0.109
H 16.92819 13.13059 19.81973 -0.77 0.00 -0.35 0.109
H 15.17371 14.14714 21.95523 0.11 0.42 -0.16 0.091
H 14.25009 12.05714 21.90357 0.72 -0.22 -0.01 0.118
H 14.12588 12.13207 20.16563 -0.30 0.39 -0.24 0.116
H 12.03133 12.63278 21.33872 -0.19 -0.10 -0.62 0.117
H 12.50676 14.28395 20.90139 0.27 0.12 -0.17 0.097
H 11.83188 14.83095 24.32784 0.44 -0.26 -0.09 0.088
H 10.78710 13.68304 23.47153 -0.03 -0.18 0.10 0.083
H 11.30328 15.14241 22.67663 0.17 0.14 -0.07 0.074
C 23.55728 25.11511 15.22085 -0.18 0.26 -0.73 -0.124
O 22.50187 24.18714 15.12113 -0.82 -0.12 0.70 -0.194
C 21.25888 24.65696 15.69142 -0.86 -0.47 -0.45 -0.180
C 20.17447 23.54442 15.59128 0.97 -0.65 0.28 -0.203
N 18.85746 23.88386 16.11155 -0.41 0.00 0.25 -0.038
C 17.91665 22.75227 15.97767 0.45 0.45 -0.20 -0.215
C 16.71189 22.96818 16.84451 -0.31 -0.79 1.12 -0.181
O 17.19326 23.03222 18.22581 -0.45 0.43 -0.87 -0.211
C 16.21009 23.12030 19.25072 0.41 -0.45 -0.19 -0.095
H 23.92217 25.28803 16.23640 -0.25 0.04 0.16 0.075
H 23.25556 26.04711 14.73573 -0.04 0.36 0.37 0.085
H 24.39586 24.77837 14.61215 -0.03 -0.45 0.10 0.084
H 20.88849 25.54453 15.16868 0.24 0.11 -0.15 0.118
H 21.33567 24.91559 16.75270 0.45 0.02 0.07 0.107
H 20.57194 22.70346 16.16813 0.19 -0.29 -0.04 0.093
H 20.05773 23.14363 14.58381 0.11 0.41 -0.26 0.111
H 18.91488 23.91565 17.12528 0.36 0.58 0.07 0.073
H 18.39744 21.82766 16.32588 0.02 -0.16 -0.09 0.111
H 17.58830 22.60718 14.94669 0.10 0.07 -0.05 0.109
H 16.07247 22.08627 16.72470 -0.01 -0.20 0.16 0.100
H 16.06260 23.79867 16.54939 0.44 0.45 0.29 0.131
H 15.66970 22.17426 19.34429 -0.28 0.02 -0.19 0.064
H 15.51172 23.95277 19.12481 0.03 -0.05 -0.10 0.096
H 16.74997 23.21681 20.19338 0.10 0.29 -0.11 0.066
C 16.41302 15.99413 17.01484 -1.72 0.71 -0.55 -0.090
O 16.96142 17.28104 17.24925 0.29 -0.26 -0.01 -0.222
C 17.25839 17.49638 18.61699 1.42 1.46 -0.48 -0.177
C 17.85064 18.97802 18.72149 -0.78 -0.73 0.20 -0.142
N 18.59751 19.22102 19.94188 0.96 -0.15 0.03 -0.051
C 17.92489 19.10595 21.20663 -0.35 -0.11 0.37 -0.213
C 18.84314 19.69178 22.26326 -0.12 0.77 -0.24 -0.167
O 19.07620 21.09588 21.88928 -0.44 -1.55 0.07 -0.204
C 20.08822 21.74171 22.61549 -0.10 -0.92 0.58 -0.101
H 16.95584 15.08802 17.29686 0.53 0.38 0.37 0.084
H 16.14432 15.93588 15.96114 0.48 0.03 -0.30 0.076
H 15.41479 16.01647 17.45544 0.03 -0.54 0.49 0.058
H 18.07009 16.79278 18.82602 0.02 0.05 0.68 0.088
H 16.41054 17.30716 19.28444 -0.13 0.05 -0.10 0.108
H 17.08436 19.75938 18.62720 -0.55 -0.34 -0.20 0.106
H 18.50833 19.12383 17.86218 0.14 -0.14 0.08 0.097
H 18.97057 20.16239 19.98645 0.08 0.01 -0.78 0.080
H 17.78646 18.05331 21.45923 -0.26 -0.15 0.08 0.108
H 16.94974 19.61025 21.22902 -0.11 -0.01 0.06 0.111
H 19.72519 19.04177 22.27923 0.61 0.62 -0.25 0.111
H 18.45083 19.60646 23.28137 -0.38 0.35 -0.06 0.108
H 20.15937 22.77650 22.28408 0.24 -0.15 -0.14 0.084
H 20.99976 21.14582 22.53209 0.42 0.50 -0.35 0.059
H 19.86992 21.71581 23.68768 -0.22 0.29 0.16 0.059
C 26.39421 16.98557 16.42539 -0.38 0.01 -0.64 -0.104
O 25.08666 16.46954 16.58392 0.00 -0.02 -0.17 -0.199
C 24.23501 16.58682 15.44966 0.68 0.82 0.47 -0.227
C 22.85936 16.18038 15.85456 0.31 0.25 -0.48 -0.224
N 22.18731 17.17926 16.65382 -1.31 0.03 -0.60 -0.021
C 20.75818 16.76742 16.84862 0.91 -0.02 1.85 -0.161
C 20.64575 15.51289 17.73543 -0.49 0.29 0.28 -0.202
O 21.30785 15.61826 19.00435 0.30 -0.02 -0.13 -0.193
C 20.75918 16.53803 19.97682 -0.33 -1.03 -0.95 -0.082
H 26.40887 18.01736 16.05528 -0.31 0.24 0.35 0.079
H 26.92765 16.44726 15.63297 0.23 -0.38 0.37 0.087
H 26.86192 16.92358 17.40717 0.25 -0.05 -0.25 0.082
H 24.55570 16.02001 14.56971 0.36 -0.35 0.24 0.126
H 24.20623 17.63666 15.13890 0.00 0.15 -0.07 0.123
H 22.92267 15.22514 16.38400 -0.12 -0.28 -0.42 0.125
H 22.35837 16.14092 14.88576 -0.55 -0.58 0.17 0.117
H 22.68471 17.27362 17.53493 -0.39 -0.12 0.16 0.099
H 20.19364 16.60041 15.92823 0.52 0.07 -0.16 0.103
H 20.24891 17.56903 17.38878 -0.11 0.13 -0.12 0.090
H 21.05829 14.65604 17.20056 0.32 -0.03 0.35 0.099
H 19.58485 15.26341 17.86800 -0.11 0.15 0.16 0.107
H 21.29466 16.42762 20.92170 0.50 0.13 -0.35 0.093
H 19.74463 16.20987 20.22081 -0.27 0.38 -0.22 0.062
H 20.78362 17.55049 19.57112 -0.22 0.10 0.42 0.062